[1]
{
  "formula": "C45H41AsN9O2S3Ti",
  "method": "ωB97M-V/def2-TZVPD",
  "elements": ["Ti", "C", "C", "N", "N", "C", "S", "N", "N", "H", "H", "H", "H", "H", "H", "C", "N", "C", "C", "N", "C", "S", "C", "C", "C", "C", "C", "N", "H", "H", "H", "H", "H", "H", "H", "H", "H", "O", "S", "O", "N", "C", "C", "C", "C", "C", "C", "C", "C", "N", "C", "C", "C", "C", "C", "C", "C", "H", "H", "H", "H", "H", "H", "H", "H", "H", "H", "H", "C", "C", "C", "C", "C", "C", "As", "C", "C", "C", "C", "C", "C", "C", "C", "C", "C", "C", "C", "H", "H", "H", "H", "H", "H", "H", "H", "H", "H", "H", "H", "H", "H", "H"],
  "xyz": [[0.26, 0.52, -0.63], [2.50, 1.61, 5.20], [1.64, 2.43, 4.31], [1.37, 3.68, 4.42], [0.54, 3.94, 3.36], [0.28, 2.89, 2.58], [-0.74, 2.82, 1.25], [0.98, 1.91, 3.20], [1.10, 0.62, 2.71], [2.88, 2.23, 6.01], [3.34, 1.21, 4.63], [1.93, 0.78, 5.61], [0.18, 4.87, 3.23], [0.69, -0.02, 3.38], [2.09, 0.44, 2.66], [3.62, -2.98, -2.84], [2.98, -1.73, -3.26], [3.51, -0.83, -4.18], [2.63, 0.16, -4.34], [1.54, -0.13, -3.50], [1.80, -1.29, -2.80], [0.81, -2.03, -1.67], [0.29, 0.51, -3.58], [-0.06, 1.09, -4.79], [-1.30, 1.67, -4.95], [-2.17, 1.62, -3.89], [-1.76, 1.01, -2.73], [-0.55, 0.46, -2.53], [4.22, -3.35, -3.67], [2.85, -3.70, -2.60], [4.24, -2.82, -1.97], [4.48, -0.97, -4.63], [2.69, 1.05, -4.94], [0.64, 1.05, -5.62], [-1.58, 2.12, -5.90], [-3.16, 2.05, -3.96], [-2.44, 0.96, -1.90], [4.38, -1.11, -0.46], [3.35, -0.64, 0.44], [3.80, 0.07, 1.63], [2.30, 0.35, -0.37], [2.98, 1.54, -0.78], [4.34, 1.84, -0.69], [4.87, 3.04, -1.19], [4.09, 4.00, -1.75], [2.70, 3.79, -1.80], [1.82, 4.77, -2.27], [0.48, 4.54, -2.23], [0.01, 3.32, -1.74], [0.79, 2.35, -1.32], [2.15, 2.57, -1.32], [2.62, -2.10, 1.17], [1.31, -2.29, 1.61], [0.97, -3.46, 2.25], [1.93, -4.44, 2.48], [3.24, -4.24, 2.09], [3.59, -3.07, 1.43], [5.02, 1.15, -0.23], [5.94, 3.20, -1.10], [4.51, 4.92, -2.13], [2.21, 5.71, -2.65], [-0.24, 5.30, -2.54], [-1.05, 3.15, -1.66], [0.56, -1.54, 1.43], [-0.05, -3.62, 2.56], [1.65, -5.37, 2.97], [4.00, -4.98, 2.28], [4.61, -2.89, 1.12], [-2.44, -5.02, -0.78], [-2.39, -4.72, 0.58], [-2.28, -3.40, 1.00], [-2.25, -2.36, 0.08], [-2.29, -2.67, -1.28], [-2.39, -3.99, -1.71], [-2.06, -0.47, 0.56], [-3.78, 0.19, -0.14], [-4.08, 1.52, 0.13], [-5.24, 2.10, -0.36], [-6.11, 1.35, -1.14], [-5.83, 0.02, -1.40], [-4.67, -0.57, -0.90], [-2.71, -0.51, 2.41], [-2.20, 0.33, 3.39], [-2.72, 0.31, 4.68], [-3.75, -0.56, 5.00], [-4.29, -1.38, 4.02], [-3.79, -1.34, 2.72], [-2.52, -6.05, -1.10], [-2.43, -5.52, 1.31], [-2.23, -3.19, 2.06], [-2.24, -1.88, -2.01], [-2.41, -4.21, -2.77], [-3.40, 2.11, 0.73], [-5.47, 3.14, -0.14], [-7.02, 1.81, -1.54], [-6.51, -0.58, -2.00], [-4.48, -1.61, -1.09], [-1.44, 1.05, 3.13], [-2.32, 0.99, 5.43], [-4.14, -0.59, 6.01], [-5.11, -2.05, 4.25], [-4.25, -1.94, 1.95]],
  "mulliken_spin": [1.6493, 0.0002, 0.0006, -0.0003, -0.0016, -0.0105, 0.0023, 0.0036, 0.0249, 0.0001, -0.0001, -0.0002, -0.0010, 0.0035, -0.0043, -0.0018, 0.0016, 0.0022, 0.0035, 0.0207, 0.0041, -0.0040, 0.0585, -0.0176, 0.0263, 0.0053, 0.0761, -0.0731, -0.0001, 0.0008, 0.0000, 0.0002, -0.0004, 0.0004, 0.0013, 0.0000, -0.0131, 0.0006, -0.0020, -0.0027, -0.0330, 0.0061, 0.0337, -0.0069, 0.0129, -0.0221, 0.0308, -0.0005, 0.0889, -0.0383, 0.0461, -0.0136, 0.0005, -0.0035, -0.0002, 0.0001, 0.0006, 0.0018, -0.0004, 0.0002, 0.0016, 0.0002, -0.0019, 0.0460, 0.0001, 0.0001, 0.0000, 0.0003, -0.0001, 0.0005, -0.0044, -0.0131, 0.0411, -0.0035, 0.0058, 0.0110, 0.0187, 0.0009, 0.0002, 0.0006, 0.0034, 0.0165, 0.0292, -0.0010, -0.0002, -0.0001, -0.0084, -0.0001, 0.0001, 0.0003, 0.0103, -0.0001, -0.0054, 0.0000, 0.0000, 0.0000, -0.0002, -0.0041, 0.0000, 0.0000, -0.0001, -0.0008],
  "max_force_ev_per_a": 3.4,
  "molar_mass_g_mol": 958.87,
  "gap_ha": [0.2346, 0.2752],
  "lumo_energy_ev": [-2.27, -2.47],
  "e_homo_ev": [-8.65, -9.96],
  "de_lowest_kcal_mol": 52.3,
  "multiplicity": 3,
  "total_charge": 1,
  "s_squared": 2.009
}

***

[2]
{
  "formula": "H3O6",
  "method": "ωB97M-V/def2-TZVPD",
  "elements": ["O", "O", "O", "O", "O", "O", "H", "H", "H"],
  "xyz": [[0.42, 1.26, 0.40], [1.49, -0.72, 0.02], [-1.57, -1.24, 0.39], [-1.42, 0.92, 0.10], [1.11, 0.48, -0.51], [-1.54, -0.15, -0.47], [0.44, 2.19, 0.06], [2.46, -0.69, 0.13], [-1.39, -2.05, -0.13]],
  "mulliken_charge": [-0.1780, -0.2120, -0.2011, 0.0505, 0.0166, 0.3048, 0.4469, 0.3684, 0.4039],
  "max_force_ev_per_a": 2.5,
  "molar_mass_g_mol": 99.02,
  "gap_ha": [0.3041, 0.3091],
  "lumo_energy_ev": [-8.14, -8.07],
  "e_homo_ev": [-16.41, -16.48],
  "de_lowest_kcal_mol": 1.9,
  "total_charge": 1
}